[1]
52
Properties=species:S:1:pos:R:3:mulliken_charge:R:1 method="wB97M-V/def2-TZVPD" spin_multiplicity=1 total_charge=-1 lumo_energy_ev=2.700 e_tot_ev=-59569.531 e_above_lowest_kj_mol=77.5 homo_lumo_gap_ev=7.41
Ca 0.23605 -0.58496 0.57506 1.68
O 2.38290 -0.90759 1.77737 -0.67
C 2.19303 -1.61657 3.00836 -0.71
C 1.04515 -2.61169 2.90998 -0.84
N -0.17417 -1.95759 2.41202 0.19
C -0.73846 -0.99736 3.39924 -0.58
C -0.16770 0.43911 3.30029 0.25
O -0.01745 1.07695 4.33255 -0.78
O 0.04182 0.84368 2.08906 -0.80
C -1.20487 -2.89185 1.90057 -0.43
C -2.26156 -2.12578 1.06244 0.43
O -3.43912 -2.42196 1.20371 -0.77
O -1.75291 -1.22646 0.28196 -0.74
H 2.75711 -1.51404 1.10495 0.24
H 1.99002 -0.86679 3.76954 0.38
H 3.10124 -2.14127 3.29918 0.47
H 0.87982 -3.06865 3.89654 0.40
H 1.31766 -3.39604 2.20470 0.36
H -0.62242 -1.35508 4.42294 0.24
H -1.80755 -0.89339 3.20115 0.43
H -1.71067 -3.43614 2.69974 0.24
H -0.72245 -3.60871 1.23081 0.27
C 1.00538 -2.30703 -1.32002 -0.65
C 1.85136 -1.19671 -1.57797 -0.06
C 3.14377 -1.51006 -1.09607 -1.01
C 3.08607 -2.77861 -0.47656 -0.91
C 1.76977 -3.28423 -0.65305 -0.26
H -0.00396 -2.43319 -1.68783 0.46
H 1.59832 -0.33456 -2.17751 0.52
H 4.01189 -0.86793 -1.14763 0.37
H 3.90796 -3.29052 0.00443 0.43
H 1.41735 -4.25782 -0.34292 0.57
C -2.23805 2.06823 0.04471 -1.24
P -0.60138 1.90457 -0.77802 0.96
C 0.28483 3.33196 -0.03768 -1.34
C -0.98521 2.51996 -2.46363 0.42
C -1.57008 3.76487 -2.70472 -0.26
C -1.83643 4.18596 -4.00024 -0.74
C -1.52200 3.36547 -5.08104 -0.36
C -0.94270 2.12448 -4.85734 -0.64
C -0.67703 1.70771 -3.55589 -0.33
H -2.68883 3.04518 -0.13887 0.47
H -2.08790 1.93179 1.11696 0.32
H -2.89627 1.27363 -0.30541 0.34
H -0.30156 4.25218 -0.08960 0.39
H 1.23342 3.48281 -0.55546 0.34
H 0.48342 3.08578 1.00742 0.40
H -1.82246 4.41436 -1.87372 0.21
H -2.29098 5.15473 -4.16900 0.36
H -1.73032 3.69456 -6.09193 0.35
H -0.69699 1.47831 -5.69169 0.39
H -0.22688 0.73630 -3.38197 0.22



[2]
10
Properties=species:S:1:pos:R:3:mulliken_charge:R:1 method="wB97M-V/def2-TZVPD" spin_multiplicity=1 total_charge=0 lumo_energy_ev=0.355 smiles="S=CN1CC1" e_tot_ev=-15515.409 e_above_lowest_kj_mol=141.2 homo_lumo_gap_ev=8.92
C 1.39071 -0.64438 -0.09865 -0.13
C -0.56867 0.99728 0.02097 -0.31
C -1.10592 -0.38080 0.10609 -0.41
H 1.36857 -1.75016 0.04379 0.30
H -0.97549 1.58353 -0.78232 0.20
H -0.16776 1.58482 0.84525 0.26
H -1.88159 -0.54359 -0.62655 0.22
H -0.99182 -1.01259 1.00137 0.32
N 0.17858 -0.09239 -0.47465 -0.15
S 2.75339 0.25828 -0.03531 -0.30



[3]
100
Properties=species:S:1:pos:R:3:lowdin_spin:R:1 method="wB97M-V/def2-TZVPD" spin_multiplicity=2 total_charge=0 lumo_energy_ev="-0.603 / -0.597" e_tot_ev=-105341.054 homo_lumo_gap_ev="4.91 / 4.69"
Co 0.73514 -0.43661 -0.61748 0.96
C 6.85524 0.24599 -2.75918 0.01
C 6.81384 1.44499 -2.04138 -0.01
C 5.70714 1.79589 -1.29158 0.01
C 4.62824 0.92449 -1.28768 0.00
C 3.32694 0.97999 -0.67578 0.03
N 2.97004 1.91169 0.17962 -0.05
C 1.70594 2.03229 0.54142 0.02
C 1.21944 2.97409 1.49442 -0.01
C 1.85564 3.76899 2.44142 0.01
C 1.07874 4.58619 3.23232 -0.01
C -0.31436 4.62999 3.07462 0.01
C -0.95876 3.87089 2.12852 -0.01
C -0.19866 3.00529 1.32782 0.00
C -0.46906 2.08289 0.29802 -0.05
N -2.70196 1.26499 0.14132 0.04
C -2.69616 -0.09011 -0.12238 0.10
N -1.55206 -0.75971 -0.42738 -0.02
C -1.90756 -2.09161 -0.50198 0.03
N -1.17266 -3.17481 -0.59898 0.04
C 0.11024 -3.24531 -0.85528 -0.07
N 0.94964 -2.23631 -1.20728 0.03
C 2.11944 -2.81131 -1.64558 -0.07
N 3.20864 -2.20101 -2.04158 0.01
C 3.40734 -0.92891 -1.78438 -0.03
N 2.59004 -0.11081 -1.04468 -0.02
C 4.66244 -0.27531 -2.02628 0.01
C 5.78904 -0.62951 -2.75808 -0.01
C 2.03324 -4.24461 -1.54428 -0.02
C 2.94274 -5.26011 -1.79928 -0.01
C 2.57564 -6.55201 -1.47198 -0.01
C 1.33384 -6.83251 -0.90098 -0.01
C 0.41534 -5.82631 -0.65728 -0.01
C 0.77594 -4.52581 -0.98048 -0.02
C -3.32016 -2.24251 -0.31798 0.04
C -4.13156 -3.36861 -0.34308 0.00
C -5.47466 -3.21401 -0.07738 0.03
C -5.99376 -1.94741 0.21862 0.00
C -5.20226 -0.82031 0.23012 0.02
C -3.83386 -0.94771 -0.04738 0.03
N 0.64994 1.43959 -0.10978 -0.02
H 7.74154 0.01029 -3.33348 0.00
H 7.67024 2.10369 -2.07188 0.00
H 5.66684 2.71309 -0.72568 0.00
H 2.93154 3.73289 2.53622 0.00
H 1.53604 5.20359 3.98972 0.00
H -0.88776 5.29639 3.70272 0.00
H -2.03256 3.94679 2.01462 0.00
H 5.82264 -1.55431 -3.31288 0.00
H 3.90974 -5.03241 -2.21688 0.00
H 3.26534 -7.36501 -1.64828 0.00
H 1.10334 -7.85471 -0.62878 0.00
H -0.54106 -6.04061 -0.20418 0.00
H -3.70876 -4.33461 -0.56648 0.00
H -6.13806 -4.06591 -0.09938 0.00
H -7.04876 -1.85871 0.44192 0.00
H -5.66126 0.13029 0.45942 0.00
C -1.29846 -1.08861 2.73432 0.00
N -0.10486 -0.55261 3.34322 0.00
C -0.35006 0.49439 4.30992 0.00
C 1.07264 -0.63851 2.64892 0.00
O 1.12184 -0.98261 1.46842 0.02
N 2.19854 -0.36151 3.37282 0.00
C 3.45394 -0.18571 2.68032 0.00
C 2.34364 -0.77261 4.75092 0.00
H -1.91546 -1.55101 3.50622 0.00
H -1.02116 -1.83901 1.99892 0.00
H -1.87506 -0.30491 2.23562 0.00
H -1.14956 1.14639 3.94292 0.00
H 0.54074 1.10159 4.44492 0.00
H -0.65976 0.07079 5.27022 0.00
H 3.25694 0.15329 1.67082 0.00
H 4.02674 -1.11561 2.63472 0.00
H 4.03874 0.57429 3.20132 0.00
H 1.41864 -1.20841 5.11802 0.00
H 2.62874 0.07219 5.38462 0.00
H 3.13174 -1.53081 4.81442 0.00
C -2.36066 1.38719 -4.37628 0.00
C -0.89396 1.59649 -4.00768 0.00
N -0.76616 1.62659 -2.57298 0.01
C -1.73976 2.09609 -1.79678 0.00
N -1.67326 2.02179 -0.43138 0.00
C -3.83496 2.03839 0.56792 0.00
C -4.65826 2.59749 -0.60088 0.00
C -3.75036 3.43489 -1.50618 0.00
N -2.86156 2.62519 -2.31848 0.00
C -3.20746 2.47079 -3.71708 0.00
H -2.69186 0.40969 -4.01988 0.00
H -2.48016 1.42899 -5.45918 0.00
H -0.54236 2.54709 -4.42518 0.00
H -0.27646 0.78329 -4.38868 0.00
H -0.02456 1.10199 -2.08588 0.01
H -3.42406 2.88719 1.12182 0.00
H -4.43066 1.44929 1.25982 0.00
H -5.45816 3.23079 -0.21378 0.00
H -5.11466 1.79069 -1.17888 0.00
H -3.14716 4.10659 -0.88778 0.00
H -4.34286 4.04419 -2.19048 0.00
H -3.07556 3.43509 -4.22718 0.00
H -4.26506 2.19349 -3.78448 0.00



[4]
12
Properties=species:S:1:pos:R:3:mulliken_charge:R:1 method="wB97M-V/def2-TZVPD" spin_multiplicity=1 total_charge=-1 lumo_energy_ev=4.600 smiles=CO[C@H](C)[O-] e_tot_ev=-7318.766 e_above_lowest_kj_mol=210.9 homo_lumo_gap_ev=7.64
C -0.59653 -1.58970 -0.05146 -0.68
O -0.74563 -0.46495 -0.84011 -0.47
H -0.88421 -1.40370 0.99923 0.24
H -1.17732 -2.46080 -0.42969 0.27
H 0.44421 -1.96275 -0.02844 0.17
O -0.30666 0.91945 1.26122 -0.80
C 0.00650 0.80927 0.02636 0.31
C 1.47328 0.66310 -0.28430 -1.08
H -0.48359 1.62574 -0.55350 0.16
H 1.69333 0.59876 -1.35992 0.29
H 1.89318 -0.31518 0.01193 0.23
H 2.00331 1.37543 0.35044 0.35